No. 1
{
  "formula": "C33H71AlBr5Cl5F4MgNO7PS2Si",
  "method": "the ωB97M-V functional and the def2-TZVPD basis",
  "species": ["C", "C", "C", "C", "N", "C", "C", "C", "C", "C", "C", "C", "C", "C", "C", "C", "C", "O", "C", "C", "O", "P", "Si", "C", "C", "C", "O", "C", "S", "S", "C", "C", "C", "H", "H", "H", "H", "H", "H", "H", "H", "H", "H", "H", "H", "H", "H", "H", "H", "H", "H", "H", "H", "H", "H", "H", "H", "H", "H", "H", "H", "H", "H", "H", "H", "H", "H", "H", "H", "H", "H", "H", "H", "H", "H", "H", "H", "H", "H", "H", "H", "H", "H", "H", "H", "H", "H", "H", "Br", "C", "C", "Br", "H", "H", "H", "H", "C", "Br", "Br", "Br", "H", "O", "H", "H", "H", "Al", "O", "H", "H", "C", "C", "O", "C", "O", "C", "F", "F", "F", "H", "H", "H", "H", "H", "H", "C", "Cl", "Cl", "Cl", "Cl", "Cl", "F", "Mg"],
  "coordinates": [[6.018, -3.483, -1.839], [4.499, -3.384, -1.914], [4.020, -2.043, -2.492], [4.077, -0.950, -1.416], [3.997, 0.373, -2.069], [2.743, 1.109, -1.771], [1.467, 0.313, -2.054], [0.413, 0.328, -0.902], [-0.843, 1.173, -1.224], [-2.139, 0.400, -1.544], [-3.245, 1.289, -0.895], [-4.624, 1.082, -1.499], [-5.664, 1.922, -0.756], [-6.176, 1.368, 0.558], [-6.479, -0.115, 0.610], [-7.667, -0.611, -0.195], [-7.859, -2.062, 0.158], [-8.856, -2.165, 1.221], [-8.327, -2.798, 2.321], [-2.377, -0.961, -0.897], [-2.056, -1.923, -1.893], [-1.783, -1.235, -3.423], [-3.789, -1.912, -4.383], [-4.544, -3.300, -3.363], [-5.007, -0.493, -4.563], [-3.461, -2.603, -6.095], [-2.343, 0.291, -2.947], [5.058, 1.232, -1.673], [5.795, 2.108, -2.820], [5.687, 1.480, -0.042], [4.593, 0.837, 1.260], [5.302, -0.111, 2.238], [5.634, -1.478, 1.657], [6.432, -2.876, -1.039], [6.267, -4.517, -1.614], [6.485, -3.209, -2.777], [4.032, -3.500, -0.937], [4.139, -4.169, -2.574], [4.726, -1.711, -3.251], [3.050, -2.099, -2.979], [3.333, -1.106, -0.635], [5.056, -1.066, -0.969], [2.751, 1.547, -0.771], [2.736, 1.964, -2.441], [1.652, -0.717, -2.346], [0.978, 0.783, -2.905], [0.208, -0.692, -0.587], [0.899, 0.804, -0.054], [-1.009, 1.888, -0.429], [-0.630, 1.764, -2.112], [-3.268, 1.113, 0.200], [-2.989, 2.336, -1.029], [-4.600, 1.460, -2.518], [-4.836, 0.011, -1.577], [-5.230, 2.883, -0.500], [-6.472, 2.136, -1.459], [-7.117, 1.877, 0.792], [-5.494, 1.605, 1.380], [-5.585, -0.686, 0.346], [-6.710, -0.340, 1.666], [-8.576, -0.102, 0.114], [-7.588, -0.469, -1.268], [-8.225, -2.672, -0.671], [-6.916, -2.463, 0.526], [-9.092, -3.177, 3.012], [-7.677, -3.657, 2.032], [-7.699, -2.120, 2.902], [-1.770, -1.169, -0.019], [-3.389, -1.049, -0.503], [-0.379, -0.957, -3.285], [-1.340, -2.568, -3.831], [-1.601, -0.720, -4.784], [-5.514, -3.532, -3.803], [-4.672, -3.041, -2.318], [-3.927, -4.190, -3.452], [-5.563, -0.709, -5.477], [-4.538, 0.477, -4.675], [-5.706, -0.490, -3.736], [-4.387, -2.987, -6.521], [-2.791, -3.455, -6.002], [-3.078, -1.861, -6.787], [3.711, 0.316, 0.908], [4.239, 1.661, 1.870], [4.559, -0.295, 3.017], [6.149, 0.355, 2.732], [5.862, -2.177, 2.459], [4.792, -1.899, 1.116], [6.462, -1.378, 0.962], [6.395, 8.514, -1.265], [7.070, 6.702, -1.487], [6.032, 5.791, -2.084], [4.692, 5.275, -0.771], [7.410, 6.371, -0.511], [7.923, 6.795, -2.155], [6.485, 4.856, -2.409], [5.500, 6.243, -2.915], [6.087, 1.612, -6.970], [7.014, 0.459, -8.204], [7.084, 3.218, -6.607], [4.297, 2.006, -7.569], [5.998, 1.076, -6.035], [-5.576, -1.936, 4.291], [-5.406, -1.172, 4.891], [-5.280, -2.778, 4.697], [-5.158, -1.792, 3.409], [-9.142, -5.054, 1.144], [-10.329, -3.832, 4.942], [-10.269, -2.994, 5.415], [-11.276, -3.956, 4.808], [4.315, 3.659, 6.894], [2.888, 4.178, 6.981], [2.272, 4.562, 5.836], [1.628, 3.466, 5.101], [0.855, 2.783, 5.916], [2.610, 2.577, 4.294], [3.593, 3.323, 3.732], [1.978, 1.976, 3.274], [3.220, 1.604, 5.000], [4.888, 4.252, 6.186], [4.797, 3.703, 7.873], [4.340, 2.624, 6.575], [2.929, 5.106, 7.599], [2.235, 3.447, 7.513], [1.131, 4.038, 4.295], [5.832, -4.911, 4.766], [4.252, -5.696, 4.773], [6.963, -5.784, 5.783], [6.440, -4.936, 3.072], [5.686, -3.248, 5.309], [7.987, -3.224, 3.445], [-3.819, 2.107, 1.740], [1.220, 4.154, 8.679]],
  "atomic_forces_ev_per_a": [[-0.389, -0.362, 0.528], [-0.278, 0.583, -0.761], [0.507, 0.186, 0.519], [0.014, -0.436, -1.052], [-0.379, 0.103, 1.861], [-0.026, 0.129, -0.855], [-0.855, -0.044, 0.338], [0.772, 0.674, -0.278], [0.912, -1.420, -0.371], [-1.547, 2.813, 2.403], [-0.009, -0.536, -0.653], [0.483, 0.708, 0.081], [-0.156, -0.354, -0.249], [-1.015, -0.117, 0.432], [0.104, 0.590, 0.091], [0.013, -0.242, 0.167], [-0.665, 0.158, -0.327], [-0.046, -1.012, -0.571], [0.202, -0.030, 1.019], [0.745, -0.542, -0.296], [-0.809, -0.027, -0.465], [3.760, 1.306, 1.681], [-2.901, -1.042, -2.343], [0.775, 0.267, 0.168], [0.616, -0.159, 0.179], [0.381, 0.038, 0.674], [-0.089, -1.866, -0.097], [0.230, 0.129, -0.347], [0.317, 0.283, -0.279], [-0.094, -0.099, -0.196], [0.140, -0.504, 0.700], [-0.818, -0.474, -0.124], [0.112, 0.301, 0.118], [0.106, 0.181, 0.028], [0.294, -0.099, 0.001], [0.078, 0.062, -0.208], [0.034, -0.336, 0.176], [-0.118, -0.249, 0.103], [0.012, -0.054, -0.289], [-0.193, -0.108, 0.078], [-0.168, 0.051, 0.027], [0.138, 0.199, 0.299], [-0.094, -0.275, 0.303], [0.190, 0.184, -0.047], [0.393, -0.047, 0.018], [0.100, -0.055, -0.314], [-0.275, -0.066, 0.001], [0.006, -0.083, 0.253], [-0.333, -0.124, 0.274], [-0.053, 0.202, -0.093], [0.124, 0.356, -0.234], [0.057, 0.143, 0.116], [0.022, -0.111, -0.221], [-0.426, -0.063, 0.095], [0.233, 0.168, -0.128], [-0.277, -0.086, 0.093], [-0.105, 0.128, 0.017], [0.499, 0.163, -0.289], [0.096, -0.160, -0.054], [0.046, -0.128, 0.081], [-0.080, 0.241, -0.043], [0.316, 0.054, -0.172], [-0.024, -0.051, -0.122], [0.092, -0.225, -0.076], [-0.245, 0.145, -0.096], [0.251, 0.104, 0.195], [0.181, -0.021, 0.082], [0.537, 0.374, -0.093], [-0.382, -0.206, -0.610], [-0.034, -0.246, -0.528], [-0.897, -0.259, 0.179], [-0.924, 0.231, 0.036], [-0.113, 0.216, -0.203], [0.001, -0.006, 0.179], [0.094, -0.110, 0.151], [0.075, -0.147, -0.138], [-0.015, 0.196, 0.088], [-0.016, 0.196, 0.253], [-0.267, 0.046, 0.174], [0.264, -0.016, -0.275], [0.239, 0.027, -0.080], [-0.061, 0.075, -0.454], [-0.029, 0.508, -0.335], [-0.035, 0.217, 0.251], [0.241, 0.060, -0.127], [0.293, 0.124, -0.183], [-0.275, 0.054, -0.105], [0.266, -0.328, -0.031], [0.010, -0.040, 0.072], [0.006, 0.244, -0.133], [0.030, -0.238, 0.070], [-0.075, 0.029, -0.032], [-0.034, -0.053, -0.005], [-0.023, -0.045, -0.027], [0.021, -0.001, 0.050], [0.023, 0.068, 0.021], [0.046, -0.024, 0.078], [-0.063, 0.079, 0.046], [-0.058, -0.066, -0.036], [0.067, -0.007, 0.008], [-0.025, 0.034, 0.026], [0.191, 0.032, 0.055], [0.060, 0.096, -0.133], [0.078, 0.118, 0.028], [0.055, 0.285, 0.020], [-0.451, 0.084, -0.241], [0.036, 0.154, -0.300], [-0.059, -0.079, 0.086], [0.019, -0.064, 0.124], [0.071, -0.439, 0.306], [0.971, 1.301, 0.599], [0.535, 0.076, -0.720], [-1.519, -0.233, 0.020], [0.153, -0.076, 0.533], [0.740, 0.276, 0.029], [-0.056, -0.066, 0.125], [-0.251, -0.014, 0.156], [-0.208, -0.005, -0.034], [-0.082, 0.142, 0.012], [-0.032, 0.106, -0.028], [-0.015, -0.042, -0.085], [0.080, 0.028, 0.076], [0.838, -1.345, -0.895], [-0.089, 0.042, 0.123], [0.060, 0.099, 0.188], [0.053, -0.021, -0.068], [-0.071, -0.007, -0.056], [-1.102, -1.090, -0.143], [-0.555, -0.130, 0.314], [1.775, 1.065, -0.121], [0.106, -0.499, 0.431], [-1.101, 0.177, -0.240]],
  "lowdin_charge": [-0.0932, -0.2534, -0.1842, -0.2194, -0.1833, -0.1716, -0.1694, -0.1549, -0.0856, -0.4750, -0.1468, -0.2052, -0.1821, -0.2192, -0.2266, -0.1524, -0.2183, -0.2147, -0.3002, -0.1571, -0.2963, 0.6110, 0.5893, -0.1654, -0.1514, -0.1898, -0.2320, -1.1359, 0.6856, 0.9239, -0.4623, -0.2962, -0.1436, 0.0573, 0.0714, 0.0779, 0.0993, 0.1001, 0.1143, 0.0915, 0.1149, 0.0815, 0.1072, 0.1174, 0.0775, 0.0977, 0.0970, 0.1016, 0.1260, 0.1265, 0.0972, 0.1303, 0.0983, 0.0822, 0.1208, 0.1066, 0.1173, 0.0544, 0.0926, 0.0982, 0.1326, 0.1223, 0.1139, 0.1055, 0.0539, -0.0164, 0.0877, 0.1341, 0.1006, 0.0782, 0.0747, 0.0826, 0.0490, 0.0194, 0.0444, 0.0524, 0.0444, 0.0242, 0.0492, 0.0383, 0.0443, 0.0640, 0.0501, 0.1012, 0.1108, -0.0313, 0.0601, 0.0675, 0.6021, -0.6964, -0.6990, 0.5940, 0.0500, 0.0586, 0.0068, 0.0532, -1.6548, 0.5711, 0.5573, 0.5484, -0.0548, 0.3378, 0.2191, 0.2050, 0.2016, 1.1535, -0.0630, 0.0507, 0.0552, -0.0219, -0.4433, -0.0724, -0.4558, -0.1607, -0.5497, 0.1242, 0.1380, 0.1190, 0.1023, 0.0883, 0.0735, 0.0965, -0.0248, 0.1623, -2.0158, 0.5406, 0.5708, 0.4618, 0.5156, 0.0177, -0.6532, 1.0514],
  "energy_ev": -525735.071,
  "orbital_gap_ev": 1.10,
  "molar_mass_g_mol": 1421.19,
  "multiplicity": 1,
  "total_charge": 2
}

---

No. 2
{
  "formula": "C3H4CrO3",
  "method": "the ωB97M-V functional and the def2-TZVPD basis",
  "species": ["C", "C", "O", "C", "O", "Cr", "H", "H", "H", "O", "H"],
  "coordinates": [[-2.118, -1.341, 0.144], [-0.829, -1.650, 0.165], [0.187, -0.723, 0.243], [1.451, -1.072, -0.012], [2.009, 0.122, -0.149], [0.392, 1.455, 0.067], [-2.830, -2.032, -0.306], [-2.490, -0.574, 0.834], [2.968, 0.100, -0.282], [-1.172, 2.272, -0.277], [-1.946, 2.325, 0.283]],
  "atomic_forces_ev_per_a": [[0.666, -0.727, 0.954], [-1.247, 0.119, -1.189], [0.264, 0.818, 0.348], [0.037, -1.345, 0.051], [0.724, 0.889, 0.206], [-1.041, 0.443, -0.314], [0.154, 0.078, 0.297], [0.020, 0.153, -0.592], [0.033, -0.315, -0.058], [0.680, -0.291, 0.243], [-0.289, 0.177, 0.054]],
  "lowdin_charge": [0.0838, -0.0008, -0.1506, 0.0009, -0.0270, 1.0920, 0.0895, 0.0934, 0.1610, -0.3510, 0.0087],
  "energy_ev": -37726.500,
  "orbital_gap_ev": [8.71, 9.08],
  "molar_mass_g_mol": 140.06,
  "multiplicity": 6,
  "total_charge": 1
}

---

No. 3
{
  "formula": "C23H10Cl5CrF2N3",
  "method": "the ωB97M-V functional and the def2-TZVPD basis",
  "species": ["Cr", "F", "C", "C", "C", "C", "C", "F", "C", "C", "C", "C", "C", "C", "N", "H", "H", "H", "H", "H", "H", "N", "C", "C", "C", "C", "C", "N", "C", "H", "H", "H", "H", "Cl", "C", "C", "C", "Cl", "C", "Cl", "C", "Cl", "C", "Cl"],
  "coordinates": [[-0.207, 0.294, 0.293], [-3.260, -3.883, -1.417], [-2.068, -3.251, -1.427], [-1.896, -2.115, -0.662], [-0.667, -1.455, -0.663], [0.386, -1.972, -1.452], [0.139, -3.115, -2.206], [1.100, -3.647, -3.003], [-1.070, -3.777, -2.217], [1.716, -1.285, -1.408], [2.896, -1.788, -1.966], [4.074, -1.080, -1.830], [4.086, 0.123, -1.145], [2.889, 0.556, -0.614], [1.743, -0.115, -0.741], [-2.726, -1.784, -0.048], [-1.218, -4.663, -2.817], [2.886, -2.728, -2.487], [4.988, -1.475, -2.258], [4.989, 0.703, -1.012], [2.837, 1.480, -0.047], [0.410, 5.964, -2.634], [-0.190, 5.041, -2.310], [-0.952, 3.877, -1.907], [-2.334, 3.926, -1.799], [-3.016, 2.780, -1.441], [-2.286, 1.629, -1.190], [-0.951, 1.591, -1.254], [-0.293, 2.693, -1.618], [-2.860, 4.851, -2.000], [-4.093, 2.770, -1.353], [-2.771, 0.693, -0.937], [0.786, 2.622, -1.679], [0.441, -3.006, 2.226], [0.255, -1.472, 3.032], [0.018, -0.334, 2.279], [-0.066, 0.827, 3.005], [-0.294, 2.304, 2.007], [0.030, 0.952, 4.382], [-0.110, 2.481, 5.161], [0.244, -0.218, 5.102], [0.365, -0.154, 6.819], [0.364, -1.435, 4.424], [0.651, -2.874, 5.329]],
  "atomic_forces_ev_per_a": [[0.107, -0.182, 0.203], [-0.017, 0.017, 0.024], [-0.128, -0.057, 0.000], [0.146, 0.017, -0.038], [-0.040, -0.048, -0.137], [0.248, 0.144, 0.036], [0.075, -0.090, -0.080], [-0.033, -0.010, -0.011], [0.036, 0.043, 0.011], [-0.239, -0.107, -0.010], [-0.057, 0.004, 0.033], [0.076, -0.070, -0.075], [-0.049, 0.027, 0.039], [-0.029, 0.019, 0.029], [0.051, 0.026, -0.022], [0.011, 0.015, 0.001], [0.004, 0.013, 0.009], [0.044, 0.008, 0.003], [-0.018, 0.001, 0.005], [-0.002, -0.007, -0.007], [-0.001, -0.005, -0.004], [0.023, 0.020, 0.001], [-0.233, -0.313, 0.107], [0.432, 0.333, -0.179], [-0.290, 0.117, -0.012], [0.061, -0.050, -0.024], [-0.135, -0.006, -0.132], [-0.070, 0.296, 0.080], [-0.071, -0.217, -0.018], [0.017, -0.024, -0.002], [0.005, 0.001, -0.014], [0.004, 0.029, 0.040], [0.012, 0.007, 0.050], [-0.033, 0.151, -0.002], [0.024, -0.234, 0.131], [0.001, 0.001, -0.044], [-0.002, 0.272, 0.036], [0.074, -0.160, 0.056], [-0.019, 0.132, -0.037], [0.009, -0.058, -0.003], [0.001, -0.050, 0.066], [0.000, 0.001, -0.060], [0.016, -0.058, -0.006], [-0.014, 0.054, -0.042]],
  "lowdin_charge": [0.5526, 0.0603, -0.2774, -0.0618, -0.1812, -0.1314, -0.2127, 0.0485, 0.0615, -0.1767, 0.0104, -0.0492, -0.0577, -0.1248, 0.0378, 0.1076, 0.1315, 0.1061, 0.1123, 0.1062, 0.1146, 0.1733, -0.1645, -0.1904, 0.0070, -0.0143, -0.0990, -0.0204, -0.0654, 0.1311, 0.1187, 0.1124, 0.1296, 0.6888, -0.6780, -0.2613, -0.6459, 0.6778, -0.7124, 0.6824, -0.7027, 0.6798, -0.6972, 0.6741],
  "energy_ev": -124951.455,
  "orbital_gap_ev": [6.62, 7.74],
  "molar_mass_g_mol": 595.61,
  "multiplicity": 5
}

---

No. 4
{
  "formula": "C6H20Be2O8Ti2",
  "method": "the ωB97M-V functional and the def2-TZVPD basis",
  "species": ["Ti", "Ti", "Be", "Be", "C", "O", "O", "O", "C", "O", "H", "H", "H", "H", "C", "O", "H", "H", "H", "H", "C", "O", "H", "H", "H", "H", "C", "O", "H", "H", "H", "H", "C", "O", "H", "H", "H", "H"],
  "coordinates": [[11.662, -8.407, -8.580], [8.322, -11.048, -7.487], [11.345, -12.270, -5.577], [8.284, -9.666, -3.860], [10.181, -9.544, -6.203], [9.137, -8.886, -6.342], [10.573, -9.775, -5.052], [10.721, -10.124, -7.125], [14.258, -10.676, -5.047], [13.867, -11.896, -5.593], [13.414, -9.992, -4.952], [14.875, -10.617, -4.151], [14.906, -10.298, -5.838], [14.570, -12.479, -5.297], [7.818, -7.415, -9.203], [8.914, -8.215, -8.950], [7.039, -7.695, -8.492], [8.127, -6.387, -9.015], [7.361, -7.438, -10.192], [8.940, -8.328, -7.998], [5.899, -7.824, -5.866], [6.025, -8.166, -4.521], [6.415, -6.867, -5.953], [6.360, -8.573, -6.509], [4.883, -7.804, -6.261], [5.253, -7.825, -4.063], [12.397, -5.625, -6.538], [11.848, -6.800, -6.976], [12.103, -4.654, -6.935], [12.100, -5.559, -5.492], [13.486, -5.648, -6.584], [11.231, -7.033, -6.279], [10.594, -10.207, -0.577], [10.112, -9.910, -1.946], [10.649, -11.290, -0.465], [11.584, -9.773, -0.436], [10.155, -9.691, 0.277], [10.935, -9.826, -2.433]],
  "atomic_forces_ev_per_a": [[-0.684, 1.016, 0.473], [0.721, 1.537, -0.222], [1.713, 0.564, -0.043], [-0.633, 0.913, -0.750], [-1.230, 0.570, 4.841], [-3.765, 0.824, -1.392], [1.020, -1.090, 3.539], [2.621, -2.590, -6.761], [1.029, 2.809, -1.014], [-2.181, -1.453, 0.699], [-0.148, -0.121, 0.092], [-0.338, -0.862, 0.291], [0.192, 0.799, 0.186], [0.001, -1.293, -0.254], [-2.267, 2.629, -0.022], [3.135, -2.919, -0.097], [-0.211, 0.234, -0.033], [-0.418, 0.180, -0.058], [0.663, -0.561, -0.186], [-0.131, 0.263, 0.609], [0.167, 0.791, -0.950], [0.617, -1.396, 0.824], [-0.217, 0.089, -0.826], [0.581, -0.357, 0.008], [-0.207, 0.350, 0.475], [-0.201, -0.039, 0.654], [2.436, 3.656, 2.482], [-2.087, -4.009, -2.449], [-0.626, -0.517, -0.953], [0.447, 0.261, 0.177], [-0.049, -0.215, -0.058], [-0.343, -0.143, -0.088], [1.039, 2.747, -0.709], [-0.026, -0.712, 3.504], [-0.380, -1.232, 0.092], [0.856, -0.582, -0.936], [-2.120, -0.415, -0.072], [1.025, 0.274, -1.074]],
  "lowdin_charge": [1.5600, 1.5609, 0.9849, 1.0030, -1.2032, -0.0904, -0.1017, -0.1454, -0.1409, -0.1221, 0.0590, 0.1188, 0.1078, 0.1288, -0.0891, -0.1692, 0.0792, 0.1180, 0.1271, -0.0195, -0.1502, -0.1391, 0.1080, 0.0268, 0.1233, 0.1237, -0.0825, -0.1754, 0.1294, 0.1158, 0.1228, 0.0918, 0.1376, 0.1677, 0.1959, 0.1442, 0.1687, 0.1255],
  "energy_ev": -69884.189,
  "orbital_gap_ev": [5.92, 2.92],
  "molar_mass_g_mol": 333.98,
  "multiplicity": 8,
  "total_charge": 5
}